A molecular structure, C16H19N3O6S in a non-equilibrium geometry. Source: OMol25; level of theory: ωB97M-V/def2-TZVPD.

## Properties
* total energy: -1634.4205 Eh
* energy relative to the best compared isomer or geometry (same formula, charge and spin): 17.805 eV
* gap between HOMO and LUMO: 8.493 eV
* E_LUMO: -0.26 eV

```
! RIJCOSX wB97M-V def2-TZVPD def2/J DEFGRID3
* xyz 0 1
O 1.403 -3.201 0.128
C 1.063 -2.929 -1.107
N 0.513 -1.804 -1.431
C -0.028 -0.656 -0.581
C -0.798 0.523 -1.309
C -1.249 1.524 -0.313
C -1.097 1.505 1.144
C -0.168 0.515 1.540
C 0.286 -0.533 0.821
H 0.713 -1.452 1.273
H 0.092 0.465 2.794
S -1.342 2.955 2.031
O -2.302 2.421 3.001
O -2.063 3.758 1.234
N 0.048 3.499 2.479
C -0.165 4.219 3.915
H -0.815 3.613 4.487
C 1.251 4.518 4.340
H 1.433 5.087 5.074
O 2.065 5.150 3.407
C 2.178 4.531 2.052
H 2.733 5.051 1.603
C 0.831 4.076 1.634
H 0.796 3.432 0.860
H 0.487 5.134 1.139
H 2.700 3.431 2.236
H 1.667 3.608 4.463
H -0.458 5.102 3.606
H -1.764 2.330 -0.671
H -0.945 0.351 -2.162
H 0.285 -1.565 -2.341
C 1.376 -3.604 -2.330
N 0.166 -4.275 -2.830
C -0.819 -3.445 -3.683
O -0.643 -2.286 -3.880
C -1.630 -4.532 -4.061
C -1.429 -5.712 -3.620
C -0.302 -5.707 -2.508
O 0.469 -6.388 -2.087
H -1.302 -6.569 -4.011
H -2.417 -6.202 -2.716
H -2.799 -4.037 -3.579
H -1.805 -4.393 -5.159
H 1.802 -4.493 -1.910
H 1.983 -3.015 -2.970
*
```

Here are the Mulliken charges for atoms 1 to 2, given in e: O -0.741; C 1.023